Entry from OMol25: a 7-piece molecular cluster, C16H45BrFN14O9P3S2 overall in a non-equilibrium geometry (wB97M-V/def2-TZVPD).

```
91
Properties=species:S:1:pos:R:3:forces:R:3:lowdin_charge:R:1
C -1.00308 -1.63697 3.52466 -0.3 -0.3 0.3 -0.179
C -0.67095 -2.28213 2.08249 -0.2 -0.5 2.9 -0.368
P -0.86598 -1.21349 0.58124 2.5 -3.1 -1.4 0.976
C 0.52874 -0.02912 0.19601 1.5 0.8 0.0 -0.371
C 1.16697 -0.48578 -1.24723 -1.6 -0.6 0.8 -0.168
N -2.50039 -0.63624 0.19183 -1.4 1.6 0.4 -0.296
C -3.06336 0.32342 1.19172 -0.9 1.8 2.3 -0.414
P -2.61289 2.09827 0.55574 -0.4 0.4 -0.7 0.393
S -4.08399 3.03151 -0.30110 0.0 0.1 0.2 0.167
C -4.62999 0.27049 1.47307 -0.8 1.0 0.3 -0.173
C -5.56747 -0.06457 0.22144 -0.7 -0.2 0.6 -0.328
N -6.83338 -0.67380 0.79814 0.0 1.5 0.1 -0.066
C -4.87159 -1.12072 -0.81834 -1.1 1.0 0.0 -0.544
F -4.70875 -0.36212 -2.06699 0.4 -1.3 2.0 -0.111
S -6.18401 -2.46459 -1.04393 0.2 0.1 -1.4 0.840
C -3.45530 -1.72507 -0.28857 -1.7 -2.1 -0.7 -0.452
C -3.71295 -2.88835 0.77381 -1.8 -6.9 3.3 -0.570
O -3.80225 -2.70073 2.05698 0.9 2.0 -3.7 -0.086
O -3.91889 -4.22202 0.38758 1.4 6.9 -0.4 -0.216
P -2.56023 -2.33465 -1.90793 0.3 -0.1 -1.6 0.654
O -3.69577 -2.94719 -3.02687 1.4 -0.4 2.0 -0.399
Br -1.21670 -4.12613 -1.47558 -0.9 0.4 -0.2 0.276
H -2.13594 -1.39872 3.60571 1.9 -0.4 -0.3 0.052
H -0.38245 -0.70334 3.78338 -1.0 -1.6 -0.6 0.062
H -0.81964 -2.44133 4.34148 -0.2 1.3 -1.3 0.087
H 0.43915 -2.62392 2.13714 -1.6 1.0 -0.7 0.098
H -1.26574 -3.27719 2.03421 0.7 1.9 -0.6 0.098
H 0.30341 1.08895 0.25082 0.2 -1.5 -0.1 0.048
H 1.37600 -0.21903 0.96779 -1.8 0.3 -0.8 0.095
H 0.27947 -0.96426 -1.82129 1.6 1.0 0.5 0.034
H 1.87669 -1.35790 -1.00739 -0.9 1.6 -0.6 0.084
H 1.65723 0.37322 -1.80785 -0.7 -1.4 1.0 0.056
H -2.37218 -0.07070 -0.68868 0.2 -0.7 0.5 0.097
H -2.54857 0.28776 2.23165 -0.6 -0.6 -1.9 0.115
H -1.59165 1.94153 -0.46940 -0.3 -0.3 1.1 -0.014
H -1.99453 2.87129 1.61410 -0.1 -0.9 -0.4 -0.005
H -4.91181 -0.41504 2.36540 1.0 0.6 -1.8 0.125
H -4.93359 1.33202 1.83856 0.6 -1.6 -0.7 0.101
H -5.93224 0.85233 -0.37327 1.5 -1.4 0.7 0.116
H -7.65380 -0.25671 0.31006 0.9 -0.7 0.4 0.083
H -6.95731 -0.39297 1.78194 0.4 -0.1 -0.6 0.072
H -6.39893 -2.57319 -2.43368 1.1 0.5 1.3 -0.087
H -3.80595 -3.91747 -2.89036 -0.2 0.8 0.1 0.052
N 5.48962 0.66159 -1.66070 0.1 0.5 0.9 0.148
C 4.75442 0.10569 -2.65732 0.0 -0.3 -0.4 -0.676
N 5.45640 -0.21424 -3.76859 -0.3 -0.2 0.1 0.151
O 3.54969 -0.09011 -2.55707 0.5 0.2 -0.1 -0.005
H 6.47713 0.83063 -1.72195 -0.1 -0.1 0.0 0.092
H 5.00197 0.91386 -0.81604 0.1 0.0 -0.2 0.106
H 4.94644 -0.62919 -4.53205 0.3 0.2 -0.1 0.083
H 6.44323 -0.06141 -3.86973 -0.1 -0.1 -0.1 0.099
N -1.53854 0.78189 7.51336 0.5 0.1 0.4 0.170
C -1.90247 0.64609 6.21625 -0.1 -0.3 0.1 -0.671
N -3.22159 0.41181 6.01847 -0.5 0.0 -0.5 0.171
O -1.09975 0.72867 5.29331 -0.2 0.2 0.2 -0.016
H -2.17924 0.71780 8.28354 0.0 0.0 -0.1 0.102
H -0.56303 0.95729 7.70153 -0.1 0.0 0.0 0.115
H -3.53131 0.30419 5.06584 0.0 -0.1 0.2 0.099
H -3.89433 0.34048 6.76026 0.1 0.0 -0.1 0.102
N 2.83450 -3.05776 5.02206 -0.5 0.0 0.7 0.153
C 3.31461 -2.55753 3.85770 -0.1 0.4 -0.1 -0.707
N 4.21393 -3.35222 3.22688 0.5 -0.2 -0.6 0.148
O 2.96416 -1.47573 3.41205 0.0 -0.1 -0.1 0.010
H 3.10897 -3.94383 5.40572 0.0 0.1 -0.1 0.095
H 2.16320 -2.49561 5.52074 0.1 -0.1 -0.1 0.107
H 4.59398 -3.01474 2.35728 -0.1 -0.1 0.2 0.106
H 4.51449 -4.24396 3.57645 -0.1 0.1 0.0 0.094
N 5.69529 1.14054 -8.34023 0.2 -0.3 -0.4 0.169
C 5.52736 1.05602 -7.00094 0.3 -0.4 -0.2 -0.709
N 5.46657 2.25053 -6.36066 -0.2 0.6 0.7 0.159
O 5.43623 -0.01156 -6.41254 0.0 0.0 -0.4 0.011
H 5.77134 2.00743 -8.84153 -0.1 -0.1 0.0 0.106
H 5.74427 0.27421 -8.85233 -0.1 0.2 0.0 0.119
H 5.34107 2.22955 -5.36051 0.0 0.0 -0.2 0.103
H 5.53893 3.13837 -6.82451 0.0 -0.1 0.0 0.103
N -0.11552 3.34408 5.66578 -0.4 -0.3 0.2 0.158
C 1.13005 3.73198 6.02864 0.0 -0.4 0.1 -0.702
N 1.40738 5.04087 5.79987 0.6 0.8 0.0 0.140
O 1.94146 2.96386 6.52388 -0.1 0.1 0.1 0.017
H -0.79611 3.95936 5.25854 0.1 0.0 0.0 0.095
H -0.36034 2.37280 5.82078 0.1 0.2 -0.5 0.042
H 2.32485 5.36736 6.05695 -0.2 -0.1 -0.1 0.104
H 0.75586 5.68795 5.39475 0.0 -0.1 0.0 0.090
N 2.36808 1.57215 -7.82011 0.4 0.2 0.5 0.165
C 2.00623 1.44361 -9.11948 0.3 0.0 -0.2 -0.699
N 0.68696 1.20566 -9.31976 -0.7 -0.1 -0.4 0.148
O 2.80691 1.53519 -10.03913 0.0 0.0 0.0 0.008
H 1.72717 1.50064 -7.05058 0.1 0.0 -0.1 0.102
H 3.34150 1.74936 -7.63117 -0.3 -0.1 0.0 0.058
H 0.37860 1.10396 -10.27317 0.1 0.0 0.2 0.107
H 0.01399 1.12703 -8.57897 0.1 0.0 -0.1 0.096
```
Positions in Å, forces in eV/Å.

Values from the calculation:
Spin multiplicity ... 1
Orbital gap ... 7.48 eV
Energy relative to the best compared isomer or geometry (same formula, charge and spin) ... 0.0 kcal per mole



Entry from OMol25: C21H17Cl5F5N2O4PSV as an isolated structure (wB97M-V/def2-TZVPD).

```
57
Properties=species:S:1:pos:R:3:forces:R:3:lowdin_charge:R:1
V -0.56956 -0.47750 0.62487 0.3 -0.4 0.0 0.585
Cl 1.20707 0.74980 2.76851 0.1 0.1 -0.5 0.730
C 1.80489 1.11684 1.14689 0.1 0.0 0.4 -0.675
C 1.07305 0.63325 0.07460 0.0 0.0 0.2 -0.335
C 1.61915 0.82856 -1.17606 0.1 0.0 -0.5 -0.670
Cl 0.77519 0.18722 -2.57226 0.1 0.0 0.3 0.719
C 2.83375 1.48938 -1.37580 0.0 0.0 0.0 -0.708
Cl 3.49904 1.67426 -2.95001 -0.1 0.0 0.1 0.712
C 3.52068 1.99206 -0.26872 0.0 0.0 0.0 -0.708
Cl 5.01262 2.81081 -0.48001 0.0 0.0 0.0 0.728
C 3.00248 1.80710 1.01602 0.0 -0.1 0.0 -0.724
Cl 3.85024 2.37570 2.39287 0.0 0.0 0.0 0.737
F -6.32261 0.25388 -3.29751 0.0 0.0 0.0 0.145
C -5.22455 -0.07386 -2.62896 0.1 0.0 0.1 -0.133
C -5.08568 -1.34393 -2.08877 0.1 0.0 0.0 -0.132
F -6.05218 -2.23910 -2.24034 -0.1 0.0 0.0 0.146
C -3.93410 -1.68415 -1.39247 -0.3 0.1 -0.2 -0.136
F -3.82679 -2.90417 -0.87214 0.1 0.0 0.1 0.135
C -2.91589 -0.75831 -1.22717 0.7 -0.1 0.6 -0.219
O -1.82816 -1.06395 -0.48367 -0.5 0.0 -0.5 -0.234
C -3.06159 0.50456 -1.77447 -0.3 0.2 -0.2 -0.156
F -2.10202 1.42483 -1.58760 0.0 -0.1 0.1 0.083
C -4.20680 0.85673 -2.46583 0.0 -0.1 0.0 -0.134
F -4.33392 2.08249 -2.96290 0.0 0.0 0.0 0.140
C -4.40005 1.92441 1.71911 0.0 0.0 0.0 -0.042
O -3.30490 1.07758 1.29405 -0.1 0.0 -0.1 -0.297
P -1.87564 1.12244 1.97473 -0.4 0.1 0.3 0.645
O -1.50141 2.64700 2.13276 0.1 0.0 0.1 -0.272
C -0.91682 3.41357 1.06027 -0.1 0.0 0.0 -0.062
O -2.09934 0.77988 3.50901 0.1 0.2 0.0 -0.285
C -2.09916 -0.58649 3.95368 -0.1 -0.1 0.0 -0.082
H -4.44050 1.97285 2.80588 0.0 0.0 0.0 0.093
H -5.30719 1.47158 1.33093 0.0 0.0 0.0 0.096
H -4.26686 2.91970 1.30125 0.0 0.0 0.0 0.094
H -1.50750 4.31995 0.95145 0.0 0.0 0.0 0.101
H -0.92274 2.85816 0.12170 0.0 0.0 0.0 0.070
H 0.10362 3.66340 1.34255 0.0 0.0 0.0 0.092
H -1.21997 -0.75091 4.57348 0.0 0.0 0.0 0.094
H -2.09271 -1.29005 3.11433 0.0 0.0 0.0 0.070
H -3.00463 -0.74824 4.53369 0.0 0.0 0.0 0.100
C 3.00803 -2.94063 -3.02804 0.1 0.0 0.0 0.014
C 3.14271 -2.47362 -1.62098 0.0 0.0 0.1 -0.240
C 4.25023 -1.88276 -1.06892 -0.1 0.0 0.0 0.060
C 4.21332 -1.52234 0.28351 0.1 0.1 0.1 -0.254
N 3.11993 -1.69064 1.03702 -0.1 -0.2 -0.1 0.152
C 2.05359 -2.23245 0.48753 -0.3 0.3 0.3 -0.699
S 0.53917 -2.44995 1.36009 0.3 -0.1 -0.1 0.676
N 2.07734 -2.64081 -0.80505 -0.1 -0.1 -0.1 0.134
C 5.39792 -0.92375 0.96386 0.0 -0.1 -0.1 0.009
H 3.92473 -2.75394 -3.57979 0.0 0.0 0.0 0.098
H 2.18910 -2.41206 -3.51672 0.0 0.0 0.0 0.082
H 2.79230 -4.00967 -3.05230 0.0 0.0 0.0 0.106
H 5.13114 -1.71291 -1.66901 0.0 0.0 0.0 0.136
H 1.22524 -3.05780 -1.16477 0.0 0.0 0.0 0.159
H 6.23145 -0.77765 0.28207 0.0 0.0 0.0 0.092
H 5.70112 -1.58316 1.77826 0.0 0.0 0.0 0.107
H 5.12418 0.02681 1.41530 0.0 0.1 0.0 0.057
```
Positions in Å, forces in eV/Å.

Values from the calculation:
Spin multiplicity ... 3
Net charge ... +1
Orbital gap (alpha / beta) ... 7.54 / 7.99 eV
Energy relative to the best compared isomer or geometry (same formula, charge and spin) ... 16.2 kcal per mole



Entry from OMol25: C22H24ClN4O12ScSi as an isolated structure (wB97M-V/def2-TZVPD).

```
65
Properties=species:S:1:pos:R:3:forces:R:3:lowdin_charge:R:1
Sc 1.46551 -0.64922 0.36028 0.3 -0.2 0.0 1.012
O 2.24523 1.46083 0.82897 -0.1 -0.1 -0.1 -0.146
C 3.59087 1.70726 0.44022 0.0 0.0 0.0 -0.214
C 4.41345 0.52009 0.88082 0.0 0.0 0.0 -0.146
N 3.93341 -0.73078 0.28570 -0.2 0.0 0.0 -0.206
C 4.29037 -0.86516 -1.12135 0.1 0.0 0.0 -0.084
C 3.23635 -0.25224 -2.05827 0.0 -0.1 0.0 -0.622
O 3.54199 0.00005 -3.21108 0.0 0.0 0.0 0.038
O 2.07756 -0.10206 -1.51659 -0.1 0.2 -0.4 -0.120
C 4.27835 -1.86935 1.13113 0.1 0.0 0.0 -0.103
C 3.37362 -1.86359 2.37296 -0.1 0.0 0.0 -0.634
O 3.80170 -2.27002 3.44260 0.0 -0.1 0.0 0.025
O 2.19070 -1.41599 2.13678 0.0 0.1 0.1 -0.110
H 1.68527 2.19338 0.41784 -0.1 0.0 0.1 0.054
H 3.96031 2.61336 0.93008 0.0 0.0 0.0 0.126
H 3.65033 1.87538 -0.63876 0.0 0.0 0.0 0.122
H 4.33354 0.42625 1.96577 0.0 0.0 0.0 0.134
H 5.47315 0.68451 0.62962 0.0 0.0 0.0 0.130
H 4.33632 -1.92715 -1.37158 0.0 0.0 0.0 0.132
H 5.26706 -0.41985 -1.34876 0.0 0.0 0.0 0.127
H 5.33179 -1.86991 1.43956 0.0 0.0 0.0 0.127
H 4.06106 -2.78753 0.58218 0.0 0.0 0.0 0.124
O -0.52139 -5.54254 -2.99015 0.4 0.1 0.0 0.100
C -1.48272 -4.65401 -3.15625 0.0 0.1 0.0 -0.521
O -2.47185 -4.90262 -3.81061 0.0 -0.1 0.0 0.042
C -1.29929 -3.32645 -2.50454 0.0 0.0 0.1 -0.045
C -2.16012 -2.25098 -2.63472 0.1 0.0 -0.2 -0.569
Cl -3.56450 -2.08142 -3.58383 0.0 0.0 0.0 0.785
N -1.66053 -1.21578 -1.92432 0.0 0.0 0.1 -0.047
N -0.51822 -1.56279 -1.32611 0.3 -0.1 0.0 0.145
C -0.28117 -2.81549 -1.65422 0.0 0.0 -0.1 -0.106
C 0.97212 -3.42165 -1.09108 -0.1 -0.1 0.0 -0.522
O 1.26204 -4.59488 -1.38371 0.0 0.0 -0.3 0.039
O 1.63935 -2.66803 -0.33619 0.1 0.0 0.2 -0.051
C -2.13484 0.12886 -1.81465 0.0 0.0 0.1 -0.209
C -3.45878 0.36525 -1.48369 0.0 0.0 0.0 -0.065
C -3.89048 1.67556 -1.36096 0.0 0.0 0.0 -0.103
C -2.99867 2.72458 -1.54547 0.0 0.0 0.0 -0.087
C -1.66722 2.47198 -1.84186 0.0 0.0 -0.1 -0.047
C -1.22924 1.16209 -1.98244 0.0 0.0 0.0 0.012
H 0.26553 -5.16983 -2.45239 -0.4 -0.2 0.2 0.065
H -4.13193 -0.46131 -1.30416 0.0 0.0 0.0 0.095
H -4.92170 1.87483 -1.09574 0.0 0.0 0.0 0.097
H -3.33746 3.74678 -1.43088 0.0 0.0 0.0 0.101
H -0.95296 3.27938 -1.93105 -0.1 0.0 0.0 0.074
H -0.18749 0.94440 -2.18781 0.0 0.0 0.0 0.113
C -4.48310 -0.06917 2.40487 0.0 0.0 0.0 -0.193
Si -2.92392 0.91527 2.77604 0.0 0.0 0.0 0.388
C -2.56552 0.72605 4.61081 0.0 0.0 0.0 -0.199
C -3.26011 2.72224 2.40598 0.0 0.0 0.0 -0.183
C -1.51294 0.32500 1.81688 0.0 0.0 0.0 -0.227
C -0.48278 -0.01719 1.24987 -0.2 0.2 0.2 -0.127
H -5.31729 0.29139 3.01336 0.0 0.0 0.0 0.019
H -4.33019 -1.12700 2.62511 0.0 0.0 0.0 0.025
H -4.76102 0.01730 1.35440 0.0 0.0 -0.1 0.006
H -3.40795 1.06136 5.22182 0.0 0.0 0.0 0.017
H -1.68227 1.30149 4.89004 0.0 0.0 0.0 0.026
H -2.36149 -0.32006 4.84497 0.0 0.0 0.0 0.025
H -4.08059 3.10962 3.01666 0.0 0.0 0.0 0.020
H -3.51587 2.85062 1.35361 0.0 0.0 0.0 0.006
H -2.36823 3.32001 2.59850 0.0 0.0 0.0 0.032
O 2.53321 4.39196 -0.85760 0.1 0.1 0.0 -0.022
N 1.32031 4.19419 -0.98965 0.1 -0.1 0.0 -0.579
O 0.63143 4.86944 -1.76233 -0.1 0.2 -0.1 -0.036
O 0.76191 3.27330 -0.32465 0.0 -0.1 0.1 -0.061
```
Positions in Å, forces in eV/Å.

Values from the calculation:
Spin multiplicity ... 1
Net charge ... -2
Orbital gap ... 8.42 eV



Entry from OMol25: C5H3N5O3S as an isolated structure in a non-equilibrium geometry (wB97M-V/def2-TZVPD).

```
17
Properties=species:S:1:pos:R:3:forces:R:3:lowdin_charge:R:1
C -0.42115 -1.18438 -0.21856 0.2 -1.3 -0.6 -0.150
C -0.78570 0.10164 -0.24003 -2.1 2.4 0.3 -0.096
C 1.37636 -0.03346 -0.03476 -4.3 -1.2 0.5 -0.371
C 3.54105 -0.56920 -1.12994 -1.7 1.0 1.3 -0.417
C 2.71866 0.27106 -0.03896 3.8 -3.5 1.3 -0.227
N 0.90658 -1.27784 -0.08944 1.8 -0.1 -0.2 0.134
N 4.72441 -1.12239 -0.67851 2.1 -0.7 0.1 0.025
N 4.95761 -1.16589 0.54544 -0.1 -0.6 -1.1 -0.394
N 0.32734 0.85616 -0.02944 1.9 1.5 -0.6 0.120
N 3.14411 1.58886 -0.05085 1.5 2.8 0.8 -0.354
O 3.09037 -0.67402 -2.21583 0.2 -0.1 -0.7 0.191
O 2.30275 2.44411 -0.29001 -0.1 0.7 -0.2 0.080
O 4.31380 1.86985 0.17279 -0.6 -0.6 -0.4 0.094
S 3.89151 -0.73852 1.65821 -1.7 1.8 -1.0 0.958
H -1.01045 -2.04955 -0.47672 -0.1 0.0 0.4 0.110
H -1.80122 0.50203 -0.35988 0.8 0.1 0.1 0.124
H 0.68593 1.88110 -0.10850 -1.8 -2.1 0.0 0.174
```
Positions in Å, forces in eV/Å.

Values from the calculation:
Spin multiplicity ... 1
Orbital gap (alpha / beta) ... 6.50 / 6.50 eV
Energy relative to the best compared isomer or geometry (same formula, charge and spin) ... 27.6 kcal per mole